{"formula": "C2H8NOP", "method": "ωB97M-V/def2-TZVPD", "homo_energy_ev": -8.4, "de_lowest_kj_mol": 459.8, "lumo_energy_ha": 0.029, "energy_ev": -15026.357, "species": ["C", "C", "N", "O", "P", "H", "H", "H", "H", "H", "H", "H", "H"], "xyz": [[1.415785, 1.273884, 0.515281], [1.149369, 0.093257, -0.243726], [-1.569421, 0.932162, -1.060632], [0.027550, -0.407450, -0.221068], [-1.821171, 0.464901, 0.386649], [2.347003, 1.855659, 0.132896], [0.507143, 1.790854, 0.219210], [1.327368, 1.062728, 1.546407], [1.841650, -0.167867, -1.092002], [-2.132950, -0.985250, 0.421027], [-1.633720, 1.847277, -1.493608], [-1.012567, 0.764059, 1.343835], [-3.034977, 0.883934, 1.090606]], "atomic_forces_ev_per_a": [[1.627, 2.154, -1.143], [-1.032, -1.777, -2.438], [-0.725, 1.403, -1.182], [3.412, -1.804, 0.114], [-4.150, -1.762, -1.743], [-1.583, -1.097, 1.167], [-0.046, 1.057, 0.124], [0.398, 0.196, 1.302], [-0.321, -0.298, 0.774], [0.509, 1.600, 0.274], [-0.400, -0.295, 0.620], [1.847, 0.592, 2.743], [0.464, 0.029, -0.611]], "mulliken_charge": [-0.9465, 0.3175, -0.5698, -0.4560, 0.1670, 0.2574, 0.2723, 0.2994, 0.3338, 0.0620, 0.2034, 0.0160, 0.0437]}